Entry P
C4H8ClN in the gas phase. Source: OMol25; level of theory: wB97M-V/def2-TZVPD.

```
14
C4H8ClN wB97M-V/def2-TZVPD
Cl -0.87 0.84 3.35
C -0.70 -0.07 1.75
C -0.42 0.72 0.45
N -0.13 -0.42 -0.49
C 0.13 -0.15 -1.96
C 1.17 -0.64 -1.03
H 0.18 -0.69 1.89
H -1.63 -0.59 1.62
H -1.37 1.22 0.30
H 0.42 1.38 0.57
H -0.35 -0.86 -2.61
H 0.24 0.95 -2.27
H 1.42 -1.74 -0.94
H 1.92 0.05 -0.64
```

Gap between HOMO and LUMO (hartree): 0.3884
Structure (SMILES): ClCCN1CC1

=====

Entry Q
2 unconnected molecules or ions with the total composition C4H8ClN. Source: OMol25; level of theory: wB97M-V/def2-TZVPD.

```
14
C4H8ClN wB97M-V/def2-TZVPD
C -0.76 0.07 2.88
C 1.07 0.77 -0.16
C 0.18 -1.44 -0.73
C 1.25 -0.52 -0.40
N -1.68 0.92 2.67
Cl 0.79 0.81 2.96
H -2.70 0.56 2.58
H 1.92 1.43 0.00
H 0.15 1.34 -0.27
H 0.55 -2.53 -0.68
H -0.40 -1.22 -1.78
H -0.70 -1.37 -0.04
H 2.17 -1.04 -0.24
H -1.65 1.94 2.75
```

Gap between HOMO and LUMO (hartree): 0.3514

=====

Energy ordering: entry P at the bottom, the next structure 126.4 kJ/mol above.